(1)
{
  "formula": "C5H8O2",
  "method": "ωB97M-V with the def2-TZVPD basis set",
  "homo_lumo_gap_ha": 0.352,
  "de_lowest_kcal_mol": 129.9,
  "homo_energy_ev": -8.76,
  "lumo_energy_ev": 0.812,
  "charge": 0,
  "multiplicity": 1,
  "symbols": ["C", "C", "C", "O", "C", "C", "O", "H", "H", "H", "H", "H", "H", "H", "H"],
  "xyz": [[2.27, -0.71, 0.49], [-0.48, 0.93, 0.68], [-0.44, 1.40, -0.63], [-1.06, 0.57, -1.62], [-1.84, 0.67, -0.45], [-1.31, -0.34, 0.53], [-0.85, -1.52, -0.04], [3.26, -0.91, 0.90], [2.37, -0.32, -0.53], [1.67, -1.62, 0.47], [1.75, 0.03, 1.10], [-0.22, 2.41, -0.96], [-2.75, 1.27, -0.47], [-1.91, -0.58, 1.41], [-0.45, -1.29, -0.89]]
}



(2)
{
  "formula": "C10H10MnN2O7P2Se2",
  "method": "ωB97M-V with the def2-TZVPD basis set",
  "homo_lumo_gap_ha": [0.199, 0.198],
  "de_lowest_kcal_mol": 11.7,
  "homo_energy_ev": [-8.21, -8.18],
  "lumo_energy_ev": [-2.795, -2.779],
  "charge": 0,
  "multiplicity": 2,
  "symbols": ["Mn", "Se", "Se", "C", "C", "C", "C", "C", "N", "C", "C", "C", "C", "C", "N", "H", "H", "H", "H", "H", "H", "H", "H", "O", "P", "O", "O", "O", "P", "O", "O", "O", "H", "H"],
  "xyz": [[0.19, 0.21, -0.36], [1.14, 2.22, -1.37], [2.34, 1.31, 0.99], [2.92, -0.25, 0.07], [4.21, -0.77, 0.11], [4.46, -1.95, -0.57], [3.43, -2.56, -1.28], [2.18, -1.97, -1.28], [1.95, -0.84, -0.62], [-0.33, 2.83, -0.32], [-0.86, 4.10, -0.22], [-1.96, 4.26, 0.62], [-2.47, 3.18, 1.32], [-1.87, 1.94, 1.17], [-0.83, 1.79, 0.36], [4.98, -0.26, 0.67], [5.45, -2.38, -0.55], [3.59, -3.48, -1.81], [1.34, -2.40, -1.81], [-0.44, 4.92, -0.78], [-2.42, 5.24, 0.72], [-3.32, 3.29, 1.98], [-2.21, 1.05, 1.68], [-3.41, -0.47, -0.40], [-2.38, -1.18, -1.39], [-2.94, -1.65, -2.65], [-1.19, -0.19, -1.51], [-1.81, -2.41, -0.48], [-1.39, -2.13, 1.06], [-0.65, -3.48, 1.47], [-2.60, -1.86, 1.86], [-0.30, -1.07, 1.00], [-3.51, -0.95, 0.45], [-1.28, -4.11, 1.85]]
}



(3)
{
  "formula": "C6H18N2P",
  "method": "ωB97M-V with the def2-TZVPD basis set",
  "homo_lumo_gap_ha": [0.271, 0.271],
  "de_lowest_kcal_mol": 122.2,
  "homo_energy_ev": [-11.93, -12.02],
  "lumo_energy_ev": [-4.542, -4.647],
  "charge": 1,
  "multiplicity": 1,
  "symbols": ["C", "C", "C", "C", "C", "C", "N", "N", "P", "H", "H", "H", "H", "H", "H", "H", "H", "H", "H", "H", "H", "H", "H", "H", "H", "H", "H"],
  "xyz": [[-0.02, -2.34, 1.54], [1.84, -2.06, -0.87], [0.60, -0.43, -2.19], [-2.30, 0.99, 0.80], [-0.91, 3.10, 0.60], [0.54, -1.01, 1.67], [0.90, -0.93, -0.86], [-1.22, 1.73, 0.00], [0.59, 0.19, 0.34], [-0.18, -2.48, 0.46], [0.91, -3.02, 1.75], [-0.69, -2.71, 2.31], [2.73, -1.86, -1.47], [2.03, -2.60, 0.16], [1.19, -2.75, -1.55], [1.41, 0.25, -2.55], [0.69, -1.25, -2.96], [-0.38, -0.09, -2.26], [-3.30, 1.40, 0.57], [-2.15, -0.04, 0.55], [-2.37, 1.21, 1.95], [-0.96, 2.96, 1.67], [0.14, 3.28, 0.20], [-1.55, 3.82, 0.26], [-1.49, 1.77, -0.96], [0.74, -0.79, 2.63], [1.67, 1.27, 0.82]]
}



(4)
{
  "formula": "C18H37AlBeCl6F3Mg2NO6",
  "method": "ωB97M-V with the def2-TZVPD basis set",
  "homo_lumo_gap_ha": 0.047,
  "homo_energy_ev": -11.25,
  "lumo_energy_ev": -9.986,
  "charge": 2,
  "multiplicity": 1,
  "symbols": ["C", "C", "C", "C", "C", "C", "Al", "H", "H", "H", "H", "H", "H", "H", "H", "H", "H", "H", "H", "H", "H", "H", "H", "C", "Cl", "Cl", "H", "H", "Mg", "Cl", "Mg", "C", "C", "C", "O", "H", "H", "H", "H", "H", "H", "H", "H", "C", "O", "O", "O", "H", "C", "Cl", "Cl", "Cl", "H", "C", "C", "N", "H", "H", "H", "C", "C", "O", "C", "O", "C", "F", "F", "F", "H", "H", "H", "H", "H", "H", "Be"],
  "xyz": [[0.53, -1.83, 0.75], [1.46, -0.65, 0.64], [0.89, 0.56, -0.11], [-0.56, 0.98, 0.18], [-1.67, 0.13, -0.56], [-2.75, -0.20, 0.48], [-4.19, -1.34, -0.33], [-0.18, -1.74, 1.57], [1.08, -2.74, 0.99], [0.10, -1.88, -0.26], [1.88, -0.43, 1.64], [2.28, -1.02, -0.02], [1.51, 1.43, 0.14], [1.05, 0.36, -1.16], [-0.65, 2.06, -0.14], [-0.79, 1.00, 1.24], [-1.27, -0.75, -1.07], [-2.24, 0.70, -1.32], [-2.26, -0.60, 1.38], [-3.16, 0.77, 0.80], [-5.30, -0.41, -1.05], [-3.51, -2.32, -1.43], [-4.86, -2.29, 0.86], [-6.10, -3.76, 3.34], [-7.27, -3.34, 2.10], [-4.53, -2.99, 3.07], [-6.48, -3.43, 4.30], [-5.95, -4.84, 3.34], [-1.01, 2.14, -1.98], [1.13, -1.49, -2.12], [3.99, -0.74, 0.63], [-2.52, -1.33, -5.73], [-1.87, -1.27, -4.38], [-2.27, -2.31, -3.37], [-2.21, 0.04, -3.81], [-3.60, -1.21, -5.60], [-2.14, -0.49, -6.30], [-2.36, -2.25, -6.30], [-0.79, -1.30, -4.49], [-3.35, -2.26, -3.17], [-1.74, -2.04, -2.46], [-2.03, -3.33, -3.65], [-3.17, 0.04, -3.70], [-3.17, 3.21, -5.16], [-3.51, 3.15, -3.92], [-2.65, 2.09, -5.71], [-3.29, 4.24, -5.83], [-2.70, 1.49, -4.95], [1.91, 3.11, 2.77], [1.01, 1.81, 3.57], [1.87, 4.58, 3.70], [3.59, 2.60, 2.48], [1.45, 3.29, 1.81], [-2.52, 5.44, -5.70], [-2.02, 5.27, -4.35], [-1.62, 5.13, -3.27], [-2.03, 6.29, -6.17], [-2.32, 4.55, -6.29], [-3.60, 5.62, -5.68], [7.20, -0.28, 4.11], [5.99, 0.08, 4.96], [5.41, -1.02, 5.66], [5.98, -1.50, 6.83], [6.31, -0.66, 7.71], [7.27, -2.49, 6.55], [7.05, -3.17, 5.43], [7.36, -3.33, 7.56], [8.39, -1.82, 6.43], [7.04, -1.22, 3.59], [7.39, 0.51, 3.38], [8.11, -0.37, 4.70], [5.20, 0.43, 4.29], [6.21, 0.92, 5.63], [5.24, -2.28, 7.15], [-3.82, 2.57, -2.55]]
}



(5)
{
  "formula": "C4H15NO3",
  "method": "ωB97M-V with the def2-TZVPD basis set",
  "homo_lumo_gap_ha": [0.418, 0.227],
  "de_lowest_kcal_mol": 41.1,
  "homo_energy_ev": [-14.66, -14.65],
  "lumo_energy_ev": [-3.284, -8.472],
  "charge": 1,
  "multiplicity": 2,
  "symbols": ["C", "N", "C", "C", "C", "O", "H", "H", "H", "H", "H", "H", "H", "H", "H", "H", "H", "H", "H", "O", "H", "H", "O"],
  "xyz": [[0.50, -2.66, -0.16], [0.19, -1.30, 0.10], [0.58, -0.25, -0.78], [0.60, 1.02, 0.13], [1.00, 2.22, -0.69], [-0.80, 1.09, 0.56], [0.37, -3.35, 0.69], [-0.03, -3.03, -1.04], [1.56, -2.88, -0.28], [-0.74, -1.14, 0.52], [0.00, -0.03, -1.66], [1.61, -0.33, -1.17], [1.23, 0.92, 1.06], [1.14, 3.07, -0.01], [0.20, 2.63, -1.30], [1.87, 1.98, -1.29], [-0.94, 1.82, 1.18], [-2.24, 1.35, -0.78], [-1.93, 0.32, -2.02], [-2.45, 1.02, -1.65], [-0.27, -1.47, 2.72], [-0.65, -0.13, 2.63], [-0.81, -0.87, 3.25]]
}



(6)
{
  "formula": "C9H37N11O9",
  "method": "ωB97M-V with the def2-TZVPD basis set",
  "homo_lumo_gap_ha": 0.343,
  "homo_energy_ev": -9.39,
  "smiles": "COC[C@H](C)N.NC(N)=O.NC(N)=O.NC(N)=O.NC(N)=O.NC(N)=O.O.O.O",
  "lumo_energy_ev": -0.053,
  "charge": 0,
  "multiplicity": 1,
  "symbols": ["C", "O", "C", "C", "C", "N", "H", "H", "H", "H", "H", "H", "H", "H", "H", "H", "H", "N", "C", "N", "O", "H", "H", "H", "H", "N", "C", "N", "O", "H", "H", "H", "H", "N", "C", "N", "O", "H", "H", "H", "H", "N", "C", "N", "O", "H", "H", "H", "H", "N", "C", "N", "O", "H", "H", "H", "H", "O", "H", "H", "O", "H", "H", "O", "H", "H"],
  "xyz": [[-4.91, 1.48, 4.14], [-3.50, 1.41, 4.12], [-2.77, 2.40, 3.38], [-1.25, 2.41, 3.64], [-1.01, 2.56, 5.16], [-0.54, 3.31, 2.84], [-5.36, 1.65, 3.16], [-5.15, 2.26, 4.85], [-5.38, 0.56, 4.47], [-2.88, 2.09, 2.35], [-3.16, 3.37, 3.71], [-0.87, 1.42, 3.43], [-1.58, 3.39, 5.55], [0.04, 2.78, 5.38], [-1.23, 1.70, 5.79], [-0.83, 4.09, 3.41], [0.43, 3.25, 3.12], [-4.54, -2.59, 0.32], [-3.73, -3.15, -0.48], [-4.10, -4.41, -0.66], [-2.68, -2.70, -0.97], [-5.20, -3.25, 0.70], [-4.44, -1.59, 0.42], [-3.56, -5.08, -1.19], [-4.97, -4.78, -0.28], [3.14, 2.63, -7.58], [2.54, 3.71, -7.15], [2.44, 3.67, -5.84], [2.40, 4.64, -7.83], [3.41, 1.90, -6.94], [3.49, 2.56, -8.52], [1.86, 4.40, -5.45], [2.80, 2.89, -5.32], [2.68, -5.44, 0.40], [2.25, -6.16, 1.41], [1.52, -7.17, 1.04], [2.51, -5.81, 2.56], [2.64, -4.46, 0.62], [2.54, -5.75, -0.55], [0.97, -7.69, 1.70], [1.72, -7.71, 0.21], [6.10, -1.19, 6.29], [5.80, -0.38, 5.32], [5.23, -0.88, 4.28], [5.93, 0.87, 5.38], [6.60, -0.92, 7.13], [5.93, -2.16, 6.04], [5.21, -1.83, 3.95], [4.87, -0.22, 3.61], [-2.60, 0.70, -4.96], [-3.17, 0.49, -6.10], [-3.40, -0.79, -6.15], [-3.56, 1.24, -6.89], [-2.59, -0.02, -4.25], [-2.55, 1.66, -4.65], [-2.95, -1.35, -5.45], [-3.97, -1.12, -6.92], [1.62, 0.10, -0.46], [1.39, 0.71, 0.25], [0.83, -0.42, -0.59], [-1.43, 5.21, -1.79], [-1.59, 6.15, -1.68], [-0.64, 5.04, -1.28], [4.32, 0.00, -3.76], [5.12, 0.39, -3.42], [3.72, -0.03, -3.01]]
}



Maximum force values, unit eV/Å, following the record order: 0.57 1.56 5.21 16.17 3.36 6.59.
Calculated total energy values, unit hartree, following the record order: -345.597989 -7660.101540 -689.847431 -4930.895072 -441.508222 -1644.590273.